{
  "formula": "C3H3CrLiO3",
  "method": "ωB97M-V with the def2-TZVPD basis set",
  "species": ["H", "C", "C", "O", "C", "O", "O", "Cr", "H", "H", "Li"],
  "positions_angstrom": [[1.264, -0.432, -1.844], [0.696, -0.473, -0.823], [1.126, 0.274, 0.400], [-0.137, 0.734, 0.931], [-1.095, 0.384, 0.137], [-0.659, -0.297, -0.921], [-2.280, 0.618, 0.298], [-3.529, 1.394, 1.352], [1.748, 1.149, 0.162], [1.628, -0.326, 1.171], [1.239, -3.024, -0.863]],
  "s2": 6.003,
  "e_above_lowest_kj_mol": 0.0,
  "gap_ev": [7.8, 9.7],
  "charge": 4,
  "multiplicity": 5
}